{"formula": "C27H40N11NaS", "method": "wB97M-V/def2-TZVPD", "symbols": ["Na", "C", "C", "N", "C", "C", "S", "C", "C", "N", "H", "H", "H", "H", "H", "H", "H", "H", "H", "H", "H", "H", "H", "H", "C", "C", "C", "C", "C", "C", "N", "N", "C", "C", "C", "C", "C", "N", "H", "H", "H", "H", "H", "H", "H", "H", "H", "N", "C", "C", "N", "C", "C", "N", "C", "C", "N", "H", "H", "H", "H", "H", "H", "N", "C", "C", "N", "C", "C", "H", "H", "H", "H", "H", "H", "H", "H", "H", "H", "H"], "xyz": [[-0.2228, -1.1040, 0.3186], [-1.1412, 1.8209, 3.3038], [0.3544, 1.8536, 2.9732], [0.8467, 0.5574, 2.4827], [1.2060, -0.4055, 3.5256], [0.0321, -1.0973, 4.2285], [-1.2394, -1.7961, 3.1316], [-2.7195, -0.8070, 3.5295], [-2.9891, 0.3465, 2.5488], [-1.8228, 1.1475, 2.2090], [-1.5030, 2.8449, 3.4103], [-1.3000, 1.3322, 4.2703], [0.9106, 2.1926, 3.8537], [0.5176, 2.5813, 2.1751], [1.6481, 0.7172, 1.8890], [1.8124, 0.0646, 4.3099], [1.8232, -1.1726, 3.0557], [-0.4644, -0.4423, 4.9403], [0.4349, -1.9343, 4.7980], [-2.6008, -0.4540, 4.5540], [-3.5614, -1.4980, 3.5313], [-3.7710, 0.9861, 2.9642], [-3.3826, -0.0684, 1.6174], [-1.1165, 0.5145, 1.8572], [-3.9217, 3.7173, -2.0987], [-3.4992, 3.1069, -3.2789], [-2.5801, 2.0759, -3.2378], [-2.0786, 1.6525, -2.0040], [-2.5141, 2.2430, -0.8253], [-3.4291, 3.2851, -0.8775], [-1.1290, 0.5882, -1.8618], [-0.5906, 0.2556, -2.9232], [0.3588, -0.8085, -2.8565], [0.4047, -1.6491, -3.9576], [1.3218, -2.6844, -3.9598], [2.1846, -2.8209, -2.8817], [2.0801, -1.9161, -1.8414], [1.1791, -0.9235, -1.8153], [-4.6501, 4.5177, -2.1357], [-3.9022, 3.4310, -4.2298], [-2.2599, 1.5822, -4.1439], [-2.1369, 1.8862, 0.1314], [-3.7693, 3.7493, 0.0401], [-0.2789, -1.4849, -4.7804], [1.3761, -3.3670, -4.7986], [2.9304, -3.6046, -2.8517], [2.7271, -1.9946, -0.9750], [0.7477, -5.3623, 1.2284], [1.8067, -5.0856, 2.0574], [2.0101, -3.7449, 1.9447], [1.0979, -3.1952, 1.0728], [0.3534, -4.1972, 0.6543], [-0.7558, -4.0534, -0.2874], [-1.2372, -2.8907, -0.6704], [-2.2633, -3.1708, -1.5455], [-2.3972, -4.5169, -1.6898], [-1.4295, -5.0684, -0.8827], [0.3312, -6.2712, 1.1197], [2.3017, -5.8486, 2.6341], [2.7564, -3.1453, 2.4410], [-2.8428, -2.3876, -2.0093], [-3.0763, -5.1169, -2.2718], [-1.2593, -6.0545, -0.7833], [3.0276, 3.7578, -2.2253], [4.0002, 2.8459, -1.5021], [3.2931, 2.1978, -0.3008], [1.8804, 1.9656, -0.5245], [1.0983, 3.1620, -0.8454], [1.9834, 4.3181, -1.2986], [2.5521, 3.2314, -2.9576], [3.5371, 4.5059, -2.6919], [4.8497, 3.4508, -1.1927], [4.3368, 2.1081, -2.2256], [3.4282, 2.8265, 0.5815], [3.7924, 1.2530, -0.0932], [1.6802, 1.1658, -1.1150], [0.5122, 3.5081, 0.0092], [0.3836, 2.9274, -1.6355], [2.5146, 4.7947, -0.4779], [1.4117, 5.0733, -1.8314]], "lowdin_charge": [0.2452, -0.1953, -0.1779, -0.0887, -0.2541, -0.4243, 0.9060, -0.4299, -0.2582, -0.0968, 0.1225, 0.0985, 0.1233, 0.0995, 0.0876, 0.1229, 0.0857, 0.0687, 0.0770, 0.0732, 0.0763, 0.1248, 0.1111, 0.0214, -0.0585, -0.0619, -0.0267, -0.2704, -0.0337, -0.0608, 0.0932, 0.0818, -0.3293, 0.0014, -0.0312, -0.0387, -0.1305, 0.0812, 0.1142, 0.1132, 0.1048, 0.0793, 0.1123, 0.1220, 0.1217, 0.1163, 0.1068, 0.1231, -0.0540, -0.1250, 0.0950, -0.2765, -0.2655, 0.0749, -0.1085, -0.0552, 0.1229, 0.1618, 0.1250, 0.1021, 0.1098, 0.1241, 0.1612, 0.0687, -0.0748, -0.1897, -0.0399, -0.1768, -0.0867, 0.1815, 0.1842, 0.1364, 0.1327, 0.1248, 0.1287, 0.0661, 0.1148, 0.1089, 0.1389, 0.1419], "e_lumo_ev": -5.21, "total_charge": 2, "e_tot_ev": -60279.33539, "spin_multiplicity": 1, "de_lowest_ev": 0.1709}